Below is C6H6 in the gas phase in a non-equilibrium geometry, with properties calculated with ωB97M-V/def2-TZVPD.

XYZ file:
```
12
Properties=species:S:1:pos:R:3:forces:R:3:nbo_charge:R:1
C -1.153 -0.800 1.564 0.0 -0.7 0.2 -0.32
C -0.291 -0.232 0.949 0.6 -1.8 1.5 -0.02
C 0.605 0.322 0.025 -0.7 0.0 0.6 -0.33
C -0.976 1.354 -0.167 1.2 0.6 -1.5 -0.51
C 1.276 -0.700 -0.826 -0.5 0.1 -0.5 -0.03
C 1.875 -1.592 -1.390 -0.6 0.8 0.3 -0.21
H -1.535 -1.617 2.097 -0.5 -0.3 0.7 0.23
H 1.375 0.999 0.423 -0.7 0.1 -0.1 0.25
H -1.869 0.899 -0.621 1.0 -0.5 0.0 0.23
H -1.350 1.925 0.723 1.4 -0.7 -0.6 0.24
H -0.322 1.834 -0.851 -1.0 1.9 -0.9 0.21
H 2.366 -2.392 -1.926 -0.2 0.5 0.4 0.24
```
Positions in Å, forces in eV/Å.

As for the charge: 0. For the highest occupied orbital energy, the calculation gives -0.2987 Eh. As for the energy above the lowest of the compared OMol25 structures with the same formula, charge and spin: 166.8 kcal per mole.